Computed, not measured: a single C4H7NO molecule in a non-equilibrium geometry, with the ωB97M-V functional and the def2-TZVPD basis.

Last column: Mulliken charge in e.
Geometry (Å):
C: -1.563 0.225 -1.051  -1.075
C: -0.424 -0.616 -0.543  0.768
O: -0.486 -1.830 -0.477  -0.579
C: 0.794 0.128 -0.094  -0.205
C: 1.080 0.424 1.348  -0.434
N: 1.790 -0.625 0.649  -0.636
H: -1.508 0.339 -2.138  0.278
H: -1.516 1.219 -0.598  0.321
H: -2.506 -0.264 -0.798  0.332
H: 1.005 1.105 -0.489  0.367
H: 0.271 0.275 2.044  0.238
H: 1.728 1.283 1.537  0.303
H: 1.305 -1.500 0.863  0.322

Its SMILES is CC(=O)[C@H]1CN1. The energy relative to the best compared isomer or geometry (same formula, charge and spin) comes out at 52.8 kcal per mole. As for the charge: 0.